C10H11N3 | wB97M-V/def2-TZVPD

Last column: Löwdin charge in e.
Geometry (Å):
C: 1.7298 0.1757 -1.3508  0.03
C: 0.7978 0.2937 -0.4431  -0.06
C: 0.1825 1.5150 0.1346  -0.14
C: 0.1889 2.7478 -0.5312  -0.06
C: -0.5925 3.8101 -0.1367  -0.08
C: -1.2331 3.7475 1.1341  -0.09
C: -1.0743 2.6397 1.9106  -0.07
C: -0.3953 1.5159 1.4504  -0.19
N: -0.4970 0.2978 2.2625  0.03
N: -0.2452 -0.8179 1.7689  -0.05
N: 0.2863 -1.0427 0.6675  -0.05
C: 0.4647 -2.3899 0.1631  -0.25
C: 0.2590 -3.5022 1.1660  -0.11
H: 2.0985 -0.7316 -1.6383  0.01
H: 2.1556 1.0744 -1.9806  0.12
H: 0.7668 2.7728 -1.4596  0.10
H: -0.8030 4.6832 -0.7869  0.11
H: -1.8560 4.6292 1.4201  0.11
H: -1.2216 2.3862 3.0317  0.14
H: 1.5798 -2.4485 -0.2729  0.14
H: -0.1237 -2.4792 -0.7182  0.10
H: 0.7277 -3.3497 2.1904  0.09
H: -0.8532 -3.6617 1.3074  0.09
H: 0.7488 -4.3501 0.7243  0.06

Values from the calculation:
Electronic energy   -15014.0905 eV
ΔE to the lowest compared entry with this formula, charge and spin   118.27 kcal/mol
Highest occupied orbital energy   -8.055 eV
Multiplicity   1
Gap between HOMO and LUMO   8.5 eV

=====

C17H14BrClN2O2 | wB97M-V/def2-TZVPD

Last column: Löwdin charge in e.
Geometry (Å):
C: -5.5311 -2.2694 2.0955  -0.09
O: -5.4486 -1.8521 0.7549  -0.09
C: -4.4881 -0.9506 0.4097  -0.28
C: -3.5653 -0.3897 1.2854  -0.02
C: -2.6358 0.5221 0.8152  -0.04
C: -2.6028 0.8948 -0.5194  -0.23
C: -1.5670 1.8786 -1.0062  -0.20
N: -0.2824 1.2473 -1.0081  0.05
C: 0.6727 1.7349 -0.3343  -0.10
C: 1.9524 1.0958 -0.3170  -0.17
N: 2.1576 -0.0993 -0.9768  0.14
C: 3.4392 -0.4959 -0.8170  -0.19
C: 4.1077 -1.6240 -1.2868  -0.01
C: 5.4361 -1.7653 -0.9634  -0.13
C: 6.1004 -0.8077 -0.1869  -0.70
Br: 7.9366 -1.0889 0.2027  0.73
C: 5.4601 0.3179 0.2930  -0.64
Cl: 6.2763 1.4903 1.2432  0.72
C: 4.1047 0.4800 -0.0235  -0.11
C: 3.1412 1.4800 0.2829  -0.21
O: 3.3910 2.5826 1.0207  0.06
C: -3.5223 0.3240 -1.3910  -0.04
C: -4.4553 -0.5824 -0.9360  0.00
H: -6.3549 -2.9805 2.1324  0.09
H: -5.7479 -1.4312 2.7658  0.10
H: -4.6108 -2.7661 2.4199  0.10
H: -3.5590 -0.6516 2.3319  0.10
H: -1.9230 0.9492 1.5067  0.11
H: -1.7936 2.1577 -2.0400  0.12
H: -1.5833 2.7891 -0.3807  0.12
H: 0.5739 2.6632 0.2555  0.13
H: 1.4205 -0.5598 -1.4835  0.16
H: 3.5994 -2.3626 -1.8852  0.11
H: 5.9919 -2.6237 -1.3066  0.10
H: 2.5952 3.1228 1.0885  0.10
H: -3.5101 0.5954 -2.4363  0.11
H: -5.1759 -1.0252 -1.6052  0.12

Values from the calculation:
Electronic energy   -107495.8760 eV
Highest occupied orbital energy   -7.849 eV
Multiplicity   1
Gap between HOMO and LUMO   7.9 eV

=====

C5H10NO2 | wB97M-V/def2-TZVPD

Last column: Löwdin charge in e.
Geometry (Å):
C: -0.5949 0.5254 -2.1028  -0.12
C: -0.5689 -0.1954 -0.7574  -0.23
C: 0.1421 0.5397 0.3775  -0.31
N: 0.5085 -0.2463 1.5477  -0.10
C: -0.5054 -1.1536 2.1452  -0.14
C: 1.5157 1.1019 -0.1931  -0.71
O: 1.4850 2.2967 -0.5691  -0.09
O: 2.4475 0.2773 -0.3184  -0.07
H: -0.2742 1.5690 -2.0952  0.06
H: -0.0305 0.0354 -2.8980  0.07
H: -1.6033 0.5650 -2.5486  0.05
H: -0.0045 -1.1213 -0.9618  0.11
H: -1.5523 -0.6406 -0.5588  0.09
H: -0.3502 1.4483 0.7064  0.12
H: 1.3170 -0.7984 1.3106  0.08
H: -0.6707 -2.0023 1.4704  0.06
H: 0.0791 -1.6334 2.9452  0.06
H: -1.3399 -0.5674 2.5004  0.07

Values from the calculation:
Total charge   -1
Electronic energy   -10933.2246 eV
ΔE to the lowest compared entry with this formula, charge and spin   23.98 kcal/mol
Highest occupied orbital energy   -3.951 eV
Multiplicity   1
Gap between HOMO and LUMO   7.8 eV

=====

C3H3N3O | wB97M-V/def2-TZVPD

Last column: Löwdin charge in e.
Geometry (Å):
O: -1.6428 -1.5492 -0.9935  0.05
C: -0.5929 -1.5459 -0.3333  -0.16
C: 0.0256 -0.2516 0.0982  -0.20
C: 1.2954 0.3762 0.3456  -0.17
N: 1.1709 1.5986 0.3423  -0.04
N: -0.0397 2.0922 -0.0618  0.11
N: -0.7498 0.7858 0.0923  0.07
H: -0.0971 -2.4275 0.1923  0.14
H: 2.2685 -0.0358 0.4715  0.10
H: -1.6381 0.9572 -0.1536  0.10

Values from the calculation:
Electronic energy   -9673.8747 eV
ΔE to the lowest compared entry with this formula, charge and spin   82.55 kcal/mol
Highest occupied orbital energy   -9.802 eV
Multiplicity   1
Gap between HOMO and LUMO   8.9 eV

=====

C18H22N8O3 | wB97M-V/def2-TZVPD

Last column: Löwdin charge in e.
Geometry (Å):
C: 0.8860 1.7184 -0.2245  -0.01
C: 0.6999 0.2051 -0.1453  -0.44
C: -0.0772 -0.1363 1.1378  -0.22
O: 0.6026 0.2306 2.3085  -0.05
C: -0.1580 -0.3355 -1.3035  -0.09
N: 0.1153 0.1354 -2.6609  0.11
C: 1.2893 0.3703 -3.2675  -0.41
O: 2.3831 0.4936 -2.7269  0.03
C: 1.2043 0.4290 -4.7627  -0.16
C: 2.3517 0.2725 -5.4567  0.07
N: 2.2604 0.2734 -6.8237  0.03
C: 3.1531 0.1380 -7.8438  -0.12
N: 2.5301 0.2217 -8.9903  0.03
N: 1.2043 0.4101 -8.7603  0.07
C: 1.0461 0.4350 -7.4578  -0.28
C: -0.1130 0.5663 -6.6390  -0.03
N: -0.0378 0.5482 -5.3498  0.12
N: 2.0216 -0.4334 -0.1915  0.15
C: 2.5745 -1.3949 0.5649  -0.44
O: 2.0950 -1.8919 1.5800  0.03
C: 3.9820 -1.8162 0.1266  -0.01
C: 4.3874 -1.5097 -1.2760  -0.23
C: 4.0937 -2.1162 -2.4651  -0.10
N: 4.6594 -1.4379 -3.5168  0.06
C: 5.3013 -0.4405 -2.9672  -0.18
N: 5.1673 -0.4197 -1.6163  0.00
C: 5.8080 0.5101 -0.7317  -0.25
C: 5.7131 1.9700 -1.0609  -0.08
C: 4.9691 1.4177 0.1200  -0.08
H: -0.0815 2.2091 -0.3475  0.10
H: 1.3342 2.0662 0.7058  0.09
H: 1.5260 1.9970 -1.0603  0.07
H: -1.0070 0.4364 1.1047  0.13
H: -0.3304 -1.2014 1.1435  0.13
H: 1.2290 -0.4967 2.4657  0.06
H: -0.0896 -1.4270 -1.2796  0.14
H: -1.1983 -0.0694 -1.1073  0.13
H: -0.6645 0.1129 -3.3037  0.12
H: 3.3097 0.1053 -4.9847  0.12
H: 4.2083 -0.0181 -7.7010  0.13
H: -1.0808 0.6708 -7.1144  0.12
H: 2.5000 -0.2118 -1.0635  0.08
H: 4.6604 -1.3290 0.8304  0.13
H: 4.0527 -2.8848 0.3253  0.13
H: 3.4893 -2.9961 -2.6202  0.11
H: 5.8782 0.3102 -3.4845  0.13
H: 6.7400 0.1542 -0.3101  0.15
H: 6.5874 2.5807 -0.8921  0.10
H: 5.1188 2.2310 -1.9252  0.10
H: 3.8967 1.3279 0.0377  0.09
H: 5.3349 1.6400 1.1125  0.11

Values from the calculation:
Electronic energy   -37086.3561 eV
ΔE to the lowest compared entry with this formula, charge and spin   8.52 kcal/mol
Highest occupied orbital energy   -8.788 eV
Multiplicity   1
Gap between HOMO and LUMO   8.5 eV

=====

> gap between HOMO and LUMO of number 5 (C18H22N8O3)?

8.5 eV

=====

> Number 4 is which compound?

C3H3N3O